{"formula": "C10H17NOSi", "method": "ωB97M-V/def2-TZVPD", "gap_ev": 9.4, "e_lumo_ev": 0.806, "de_lowest_kcal_mol": 67.6, "mol_weight_g_mol": 195.3, "species": ["C", "C", "C", "C", "C", "C", "C", "C", "C", "C", "N", "O", "Si", "H", "H", "H", "H", "H", "H", "H", "H", "H", "H", "H", "H", "H", "H", "H", "H", "H"], "xyz": [[1.11, -0.51, -0.35], [2.17, -1.29, 0.00], [2.71, 0.86, -0.01], [-0.74, -2.01, -1.59], [-0.73, -0.95, -0.82], [2.25, -2.73, 0.36], [3.60, 1.99, 0.31], [-2.39, 1.69, -1.27], [-1.34, 1.30, 1.51], [-3.59, -0.35, 0.68], [1.44, 0.85, -0.37], [3.22, -0.42, 0.20], [-1.94, 0.23, -0.10], [-1.69, -2.32, -2.00], [0.06, -2.71, -1.84], [2.04, -2.95, 1.43], [1.69, -3.42, -0.19], [3.25, -2.91, 0.19], [3.34, 2.37, 1.21], [4.64, 1.68, 0.30], [3.35, 2.69, -0.45], [-2.77, 1.15, -2.03], [-3.03, 2.50, -1.05], [-1.47, 2.08, -1.65], [-1.86, 2.22, 1.64], [-1.07, 0.76, 2.45], [-0.37, 1.50, 1.06], [-3.77, -1.41, 0.48], [-3.70, -0.22, 1.76], [-4.41, 0.33, 0.12]], "lowdin_charge": [-0.105, -0.282, -0.333, -0.041, -0.168, -0.005, 0.023, -0.167, -0.181, -0.209, 0.135, 0.076, 0.595, 0.052, 0.066, 0.106, 0.056, 0.053, 0.050, 0.093, 0.085, -0.035, 0.029, 0.021, 0.008, 0.032, -0.040, -0.002, 0.015, 0.074]}